1.
C5H9BrNS | wB97M-V/def2-TZVPD

```
17
C5H9BrNS wB97M-V/def2-TZVPD
C -0.5908 -0.6165 -1.1798
C -0.2529 0.4426 -1.9068
C 0.5955 0.7268 0.4391
C 1.0008 -1.8272 0.1611
C -0.8782 1.6076 1.3194
N 0.0142 -0.6426 0.1287
S 0.8587 1.6281 -1.1851
Br -0.4397 3.4391 1.3857
H -1.0839 -1.4951 -1.5750
H -0.6214 0.4955 -2.9127
H 1.4098 0.9573 1.1299
H 0.9136 -2.3542 -0.7116
H 1.9918 -1.4904 0.1602
H 0.7321 -2.5165 0.9731
H -1.0148 1.1021 2.2801
H -1.7923 1.4426 0.7073
H -0.8425 -0.8990 0.7864
```

Computed properties:
- ΔE to the lowest compared entry with this formula, charge and spin (kcal per mole) = 6.1
- E_LUMO (hartree) = -0.128
- HOMO level (eV) = -13.04
- charge = +1

Partial atomic charges computed with the natural (NBO) method, in multiples of e:
1 C -0.14
2 C -0.30
3 C -0.19
4 C -0.39
5 C -0.49
6 N -0.42
7 S 0.37
8 Br 0.13
9 H 0.26
10 H 0.27
11 H 0.27
12 H 0.23
13 H 0.24
14 H 0.24
15 H 0.22
16 H 0.22
17 H 0.46



2.
C3H5Br2P | wB97M-V/def2-TZVPD

```
11
C3H5Br2P wB97M-V/def2-TZVPD
C -1.2590 -1.4329 0.3597
C -0.4404 -0.7079 -0.3524
C 0.5552 1.2363 1.0403
P 0.2810 -0.6455 -1.9215
Br 2.4390 -0.5678 -1.3871
Br 0.0327 1.5803 -2.3814
H -1.7286 -2.2861 0.0276
H -1.5528 -1.1873 1.3998
H -0.4724 1.6716 1.0438
H 1.1724 1.5834 0.2322
H 0.9729 0.7560 1.9389
```

Computed properties:
- ΔE to the lowest compared entry with this formula, charge and spin (kcal per mole) = 78.7
- E_LUMO (spin up / spin down) (hartree) = -0.014 / -0.033
- HOMO level (spin up / spin down) (eV) = -8.32 / -8.64

Partial atomic charges computed with the natural (NBO) method, in multiples of e:
1 C -0.39
2 C -0.41
3 C -0.49
4 P 0.74
5 Br -0.20
6 Br -0.24
7 H 0.20
8 H 0.22
9 H 0.19
10 H 0.19
11 H 0.19



3.
C4H11N3 | wB97M-V/def2-TZVPD

```
18
C4H11N3 wB97M-V/def2-TZVPD
N -2.5550 1.5045 -0.7969
C -2.2091 0.2073 -0.4588
N -1.0914 -0.1942 0.0280
C -0.1124 0.8020 0.5381
C 1.2894 0.3320 0.1561
C 1.4463 -1.1904 0.3906
N 2.8722 -1.5293 0.0778
H -1.9635 2.2633 -0.4498
H -3.2342 1.6331 -1.5280
H -2.9178 -0.5721 -0.8330
H -0.2994 1.8452 0.1762
H -0.3890 0.9973 1.5511
H 2.0258 0.7386 0.8807
H 1.6010 0.6786 -0.8378
H 0.8321 -1.7415 -0.3323
H 0.9442 -1.4016 1.3546
H 2.8201 -2.6026 0.0883
H 3.4055 -1.2534 0.8868
```

Computed properties:
- ΔE to the lowest compared entry with this formula, charge and spin (kcal per mole) = 45.6
- E_LUMO (hartree) = 0.036
- SMILES = N/C=N\CCCN
- HOMO level (eV) = -8.90

Partial atomic charges computed with the natural (NBO) method, in multiples of e:
1 N -0.85
2 C 0.28
3 N -0.51
4 C -0.26
5 C -0.41
6 C -0.23
7 N -0.82
8 H 0.40
9 H 0.40
10 H 0.17
11 H 0.15
12 H 0.20
13 H 0.19
14 H 0.21
15 H 0.20
16 H 0.18
17 H 0.35
18 H 0.34



4.
C2H4N2O | wB97M-V/def2-TZVPD

```
9
C2H4N2O wB97M-V/def2-TZVPD
C -1.8517 -0.1545 0.2779
C 1.9713 0.5373 0.0020
N -1.2669 -1.2042 -0.1495
N 0.9509 0.9263 -0.5496
O -0.1077 -1.1914 -0.5833
H -1.6587 0.8939 0.0776
H -2.8697 -0.5084 0.5242
H 2.8352 1.1574 0.0310
H 1.9973 -0.4563 0.3696
```

Computed properties:
- ΔE to the lowest compared entry with this formula, charge and spin (kcal per mole) = 130.2
- E_LUMO (spin up / spin down) (hartree) = -0.003 / -0.028
- HOMO level (spin up / spin down) (eV) = -9.97 / -9.64

Partial atomic charges computed with the natural (NBO) method, in multiples of e:
1 C -0.25
2 C -0.21
3 N 0.05
4 N -0.19
5 O -0.22
6 H 0.22
7 H 0.19
8 H 0.20
9 H 0.21



5.
C6H19MgO4S3 | wB97M-V/def2-TZVPD

```
33
C6H19MgO4S3 wB97M-V/def2-TZVPD
Mg -0.7662 0.1420 1.1295
O -1.7935 -1.1476 0.3585
H -2.1717 -2.0482 0.3787
C -4.0729 2.9973 0.2537
S -2.2950 3.0212 0.5839
O -1.8973 1.5339 0.5655
C -1.7402 3.4945 -1.0891
H -4.6303 3.9338 0.2364
H -4.5657 2.5331 1.1080
H -4.3360 2.4117 -0.6272
H -0.6787 3.6584 -1.2747
H -2.1902 4.4600 -1.3206
H -2.0123 2.7814 -1.8673
C 0.8644 -3.6550 1.8927
S 1.1935 -1.9370 2.4794
O 0.8364 -0.8342 1.4338
C 3.0606 -1.8760 2.5663
H 1.5713 -4.4316 2.1848
H 0.8201 -3.5774 0.8064
H -0.1390 -3.9842 2.1628
H 3.3025 -1.4286 1.6022
H 3.2903 -2.9415 2.5573
H 3.3619 -1.3487 3.4714
C 0.7298 -0.8348 -2.8695
S 0.9169 0.6722 -1.8680
O 0.1272 0.4961 -0.5808
C 2.6534 0.3635 -1.3617
H 0.0309 -0.7033 -3.6956
H 0.2663 -1.4649 -2.1104
H 1.6552 -1.0837 -3.3888
H 3.2298 -0.2253 -2.0754
H 2.3828 -0.3345 -0.5694
H 2.9955 1.3572 -1.0727
```

Computed properties:
- E_LUMO (spin up / spin down) (hartree) = 0.014 / 0.013
- HOMO level (spin up / spin down) (eV) = -2.37 / -7.63
- spin multiplicity = 2

Partial atomic charges computed with the natural (NBO) method, in multiples of e:
1 Mg 1.20
2 O -1.42
3 H 0.45
4 C -0.84
5 S 1.24
6 O -1.09
7 C -0.82
8 H 0.24
9 H 0.26
10 H 0.24
11 H 0.25
12 H 0.22
13 H 0.24
14 C -0.82
15 S 1.13
16 O -1.12
17 C -0.77
18 H 0.22
19 H 0.24
20 H 0.25
21 H 0.24
22 H 0.22
23 H 0.24
24 C -0.84
25 S 1.23
26 O -1.06
27 C -0.82
28 H 0.24
29 H 0.28
30 H 0.23
31 H 0.23
32 H 0.26
33 H 0.24



6.
C10H12NO2 | wB97M-V/def2-TZVPD

```
25
C10H12NO2 wB97M-V/def2-TZVPD
C -0.2618 -3.5235 -1.5568
C -1.3004 -2.6181 -1.3323
C 0.9736 -3.3120 -0.9358
C -1.0931 -1.5535 -0.5497
C 1.2316 -2.1586 -0.3262
C 0.2543 -1.1717 -0.2077
C 0.7329 0.0546 0.3575
C 0.7603 3.0173 0.9725
C -0.1135 2.4786 -0.1461
C 0.1013 1.8978 1.7934
N -0.4230 1.2848 0.5800
O 1.8078 0.5012 0.5377
O -1.8031 0.9071 0.6008
H -0.4017 -4.2168 -2.4261
H -2.2756 -2.8923 -1.7261
H 1.9846 -3.6848 -1.3515
H -1.9595 -0.8564 -0.3344
H 2.2048 -1.8374 -0.2000
H 1.8559 2.8799 0.7347
H 0.5722 4.0787 1.3960
H -1.0671 3.0551 -0.3459
H 0.3556 2.2945 -1.0863
H 0.6872 1.3416 2.4651
H -0.6760 2.2652 2.3143
H -2.1475 1.7683 0.7725
```

Computed properties:
- ΔE to the lowest compared entry with this formula, charge and spin (kcal per mole) = 88.7
- E_LUMO (spin up / spin down) (hartree) = -0.163 / -0.163
- HOMO level (spin up / spin down) (eV) = -13.44 / -13.44
- charge = +1

Partial atomic charges computed with the natural (NBO) method, in multiples of e:
1 C -0.08
2 C -0.24
3 C -0.23
4 C -0.12
5 C -0.09
6 C -0.27
7 C 0.77
8 C -0.42
9 C -0.24
10 C -0.23
11 N -0.02
12 O -0.48
13 O -0.50
14 H 0.24
15 H 0.24
16 H 0.25
17 H 0.26
18 H 0.23
19 H 0.26
20 H 0.25
21 H 0.23
22 H 0.24
23 H 0.25
24 H 0.22
25 H 0.48



7.
CH3N3S | wB97M-V/def2-TZVPD

```
8
CH3N3S wB97M-V/def2-TZVPD
C 2.4170 -0.6845 -0.1220
N 0.7204 -0.6526 0.1247
N 0.2956 0.4790 -0.0783
N -0.8910 0.9235 -0.0230
S 3.4105 0.5470 0.0481
H 2.5723 -1.6839 -0.1209
H -1.5978 0.2134 0.2279
H -1.0483 1.8493 0.3300
```

Computed properties:
- ΔE to the lowest compared entry with this formula, charge and spin (kcal per mole) = 33.1
- E_LUMO (spin up / spin down) (hartree) = 0.033 / -0.094
- HOMO level (spin up / spin down) (eV) = -6.52 / -8.79
- spin multiplicity = 3

Partial atomic charges computed with the natural (NBO) method, in multiples of e:
1 C -0.47
2 N -0.14
3 N -0.02
4 N -0.57
5 S 0.26
6 H 0.21
7 H 0.35
8 H 0.40